Here is a molecular structure, C7H11Br2NO2 from OMol25. Energies are from ωB97M-V/def2-TZVPD.

Summary:
Frontier orbital gap (eV): 9.406
E_HOMO (eV): -9.82

Each line ends with the natural charge from an NBO analysis.
Element x y z (Å)
1 C 3.67 1.11 1.97  0.8204
2 C -0.32 -0.37 -1.94  -0.3900
3 C -0.32 -1.30 -0.69  -0.4094
4 C 1.19 -0.24 -2.36  -0.4319
5 C 0.30 -0.55 0.46  -0.4943
6 C 2.07 0.25 -1.24  -0.2972
7 C 1.81 -0.47 0.03  0.2755
8 N 2.97 0.50 1.20  -0.7092
9 O 4.34 1.76 2.65  -0.5513
10 O 0.77 1.16 2.92  -0.9584
11 Br 1.80 2.26 -1.06  -0.0161
12 Br 2.59 -2.18 -0.05  0.1555
13 H -0.80 -0.77 -2.77  0.2153
14 H -0.67 0.65 -1.69  0.2120
15 H -1.34 -1.58 -0.42  0.2293
16 H 0.24 -2.11 -0.99  0.2088
17 H 1.58 -1.22 -2.52  0.2109
18 H 1.16 0.33 -3.30  0.2472
19 H -0.11 0.44 0.55  0.2640
20 H 0.35 -1.25 1.35  0.2497
21 H 3.02 0.26 -1.52  0.2264
22 H 1.31 1.23 3.83  0.4667
23 H 1.51 0.88 2.37  0.4761


Here is a gas-phase ion, C7H11BrN3 (charge +1) from OMol25. Energies are from ωB97M-V/def2-TZVPD.

Summary:
Frontier orbital gap (spin up / spin down) (eV): 8.039 / 6.244
E_HOMO (spin up / spin down) (eV): -10.63 / -12.41
Spin multiplicity: 3
Net charge: +1

Each line ends with the Mulliken spin population.
Element x y z (Å)
1 C 0.13 1.46 0.35  -0.0525
2 C 1.42 1.44 0.09  0.3009
3 C -1.66 -1.76 -0.12  0.3970
4 C -0.76 -0.64 -0.44  0.0579
5 C -2.29 0.95 0.59  0.0103
6 C 2.74 1.57 0.00  -0.0122
7 C 0.26 -0.72 -1.41  0.5941
8 N -1.64 -2.99 -0.63  0.2178
9 N -0.90 0.56 0.26  0.3589
10 N 3.64 0.89 0.83  0.0297
11 Br 1.00 -2.29 -2.16  0.0631
12 H -0.39 2.42 0.82  0.0012
13 H -2.31 -1.46 0.72  0.0027
14 H -2.18 1.96 0.95  0.0114
15 H -2.55 0.58 1.54  0.0168
16 H -3.04 0.62 -0.19  -0.0108
17 H 3.12 2.06 -0.80  0.0172
18 H 0.70 0.10 -1.72  0.0204
19 H -2.08 -3.69 -0.04  -0.0102
20 H 3.24 0.52 1.69  -0.0044
21 H 4.45 1.45 0.98  -0.0013
22 H -0.91 -3.02 -1.31  -0.0081


Here is a molecular structure, C7H11CaNP from OMol25. Energies are from ωB97M-V/def2-TZVPD.

Summary:
Frontier orbital gap (spin up / spin down) (eV): 2.238 / 2.291
E_HOMO (spin up / spin down) (eV): -0.13 / -0.22
Net charge: -1

Each line ends with the natural charge from an NBO analysis.
Element x y z (Å)
1 C -1.59 1.13 -1.04  -1.0085
2 C -2.18 2.17 -0.48  -0.2808
3 C -2.10 2.65 0.86  -0.3891
4 C -1.36 2.06 1.92  -0.2624
5 C -0.57 0.99 1.91  -1.0443
6 Ca 0.06 0.03 0.07  1.4239
7 P 0.66 -1.04 -2.25  -0.0614
8 H -1.73 0.75 -2.08  0.1241
9 H -2.86 2.70 -1.15  0.1305
10 H -2.71 3.51 1.11  0.1600
11 H -0.05 0.51 2.75  0.1353
12 H -1.45 2.50 2.90  0.1260
13 H 2.02 -0.87 -2.59  -0.0036
14 H -0.07 -0.53 -3.35  0.0304
15 H 0.47 -2.45 -2.30  -0.0305
16 C 3.26 -3.41 0.89  -0.7409
17 C 2.30 -2.41 0.64  0.3784
18 N 1.52 -1.59 0.45  -0.4580
19 H 2.79 -4.16 1.48  0.2593
20 H 4.07 -2.95 1.41  0.2557
21 H 3.58 -3.80 -0.05  0.2559


Here is a molecular structure, C7H11Cl4NO12V2 from OMol25. Energies are from ωB97M-V/def2-TZVPD.

Summary:
Frontier orbital gap (spin up / spin down) (eV): 4.734 / 5.241
E_HOMO (spin up / spin down) (eV): -0.44 / -2.55
Spin multiplicity: 7
Net charge: -2

Each line ends with the Mulliken spin population.
Element x y z (Å)
1 O -13.47 16.90 -23.25  0.0469
2 V -13.99 17.83 -24.41  0.9183
3 O -15.08 17.09 -25.26  0.0401
4 O -14.07 15.88 -27.78  0.7123
5 V -13.82 16.90 -28.95  1.7537
6 O -15.26 17.47 -29.25  0.5412
7 C -11.97 18.28 -26.89  -0.0493
8 O -12.07 17.73 -25.79  0.1767
9 O -10.82 18.30 -27.41  0.6464
10 O -12.90 18.60 -27.58  0.2001
11 C -13.74 20.35 -24.61  -0.0236
12 O -14.51 19.82 -25.32  0.2652
13 O -13.31 19.85 -23.58  0.1408
14 O -13.11 21.23 -25.15  0.6133
15 C -12.31 18.22 -20.45  -0.0001
16 N -12.29 18.32 -18.95  0.0005
17 O -12.11 17.26 -18.40  0.0000
18 O -12.57 19.35 -18.39  0.0000
19 H -11.68 19.01 -20.87  -0.0008
20 H -13.26 18.60 -20.84  -0.0009
21 H -12.06 17.21 -20.76  0.0036
22 Cl -19.04 19.97 -22.61  0.0001
23 C -18.49 19.08 -23.97  0.0004
24 C -17.75 17.84 -23.40  -0.0007
25 Cl -16.22 18.22 -22.65  0.0093
26 H -17.86 19.66 -24.64  0.0001
27 H -19.38 18.72 -24.49  0.0004
28 H -17.52 17.14 -24.21  0.0015
29 H -18.30 17.28 -22.65  0.0026
30 Cl -9.93 13.93 -23.99  0.0001
31 C -11.33 14.17 -22.90  -0.0025
32 C -12.62 13.41 -23.40  0.0002
33 Cl -13.37 14.08 -24.84  0.0010
34 H -11.41 15.24 -22.69  0.0034
35 H -11.00 13.71 -21.96  -0.0001
36 H -13.43 13.43 -22.68  0.0000
37 H -12.46 12.34 -23.56  -0.0001